Entry 1:
Formula: C4H6OS2
Source: the OMol25 dataset
Level of theory: the ωB97M-V functional and the def2-TZVPD basis

Summary:
- HOMO (eV) = -9.035
- energy above the lowest of the compared OMol25 structures with the same formula, charge and spin (kcal/mol) = 73.1
- frontier orbital gap (eV) = 9.458
- total energy (eV) = -27960.1071

```
! wB97M-V def2-TZVPD RIJCOSX def2/J DEFGRID3
* xyz 0 1
C 1.06632 -0.92743 -1.68713
C -0.63569 0.44910 0.03448
C -0.81794 -0.76363 0.87562
C 0.29677 1.36371 0.94639
H 1.03501 -1.47213 -2.65610
H -1.68298 1.00772 0.03612
H -1.68805 -1.71698 0.72656
H 0.05999 -1.28547 0.65174
H 1.40828 1.22265 0.87341
H 0.04563 2.50339 0.55099
O 1.79374 -1.08806 -0.72791
S -0.22435 0.27379 -1.89279
S -0.65673 0.43333 2.26863
*
```

=====

Entry 2:
Formula: C4H6OS3
Source: the OMol25 dataset
Level of theory: the ωB97M-V functional and the def2-TZVPD basis

Summary:
- HOMO (eV) = -9.345
- energy above the lowest of the compared OMol25 structures with the same formula, charge and spin (kcal/mol) = 88.7
- frontier orbital gap (eV) = 7.145
- total energy (eV) = -38794.2544

```
! wB97M-V def2-TZVPD RIJCOSX def2/J DEFGRID3
* xyz 0 1
C 1.50406 0.33151 0.34424
C 0.10649 -0.01062 0.92995
C -0.88028 0.47074 -0.01726
C -1.71474 -0.25736 -0.88276
H 1.65069 0.37563 -2.17832
H 1.57433 1.42068 0.08178
H 2.20272 0.17876 1.20436
H -0.14372 0.56477 1.88150
H -0.85428 -1.68214 1.10749
H -1.94349 0.55761 -1.89181
O 0.13577 -1.38193 1.14014
S 1.89834 -0.88268 -1.02443
S -1.17761 2.04741 -0.29509
S -2.35829 -1.73238 -0.39979
*
```

=====

Entry 3:
Formula: C4H6P2
Source: the OMol25 dataset
Level of theory: the ωB97M-V functional and the def2-TZVPD basis

Summary:
- HOMO (eV) = -8.628
- energy above the lowest of the compared OMol25 structures with the same formula, charge and spin (kcal/mol) = 42.1
- frontier orbital gap (eV) = 9.557
- total energy (eV) = -22819.1707

```
! wB97M-V def2-TZVPD RIJCOSX def2/J DEFGRID3
* xyz 0 1
C 1.76967 -0.38718 0.49233
C 1.68877 -0.31198 -0.83839
C 0.41854 0.20066 0.72306
C 0.33097 0.22985 -0.80447
P -0.76727 -0.99968 -0.02743
P -2.71314 -0.06088 -0.29305
H 2.30742 -0.78964 1.30097
H 2.23144 -0.65369 -1.76787
H 0.31688 0.98370 1.36727
H -0.04941 1.09064 -1.29486
H -2.25934 1.24622 0.21191
H -3.27452 -0.54802 0.93053
*
```

=====

Entry 4:
Formula: C4H6P2
Source: the OMol25 dataset
Level of theory: the ωB97M-V functional and the def2-TZVPD basis

Summary:
- HOMO (alpha / beta) (eV) = -6.153 / -8.645
- expectation value of S² = 2.011
- energy above the lowest of the compared OMol25 structures with the same formula, charge and spin (kcal/mol) = 74.0
- frontier orbital gap (alpha / beta) (eV) = 7.212 / 6.376
- total energy (eV) = -22816.0067

```
! wB97M-V def2-TZVPD RIJCOSX def2/J DEFGRID3
* xyz 0 3
C 2.54735 -0.39458 -0.32936
C 2.16873 0.36884 -1.27451
C -0.78260 0.24212 -0.00698
C -1.58425 0.15537 1.26750
P 1.08452 0.72648 0.19420
P -1.31269 -0.19670 -1.53003
H 3.04250 -1.28333 0.04517
H 2.67911 0.76541 -2.14730
H -1.25250 0.80398 2.06908
H -1.47281 -0.92450 1.55417
H -2.64902 0.43299 1.15108
H -2.46835 -0.69609 -0.99301
*
```

=====

Entry 5:
Formula: C4H6S
Source: the OMol25 dataset
Level of theory: the ωB97M-V functional and the def2-TZVPD basis

Summary:
- HOMO (eV) = -9.155
- energy above the lowest of the compared OMol25 structures with the same formula, charge and spin (kcal/mol) = 75.4
- frontier orbital gap (eV) = 9.772
- total energy (eV) = -15076.5222

```
! wB97M-V def2-TZVPD RIJCOSX def2/J DEFGRID3
* xyz 0 1
C -2.04287 1.49982 -0.43717
C -1.16291 0.76039 -0.62059
C -0.07470 -0.13260 -0.75207
C 0.88307 -0.00854 0.44477
S 2.08712 -1.29443 0.63697
H -3.05022 2.10013 -0.46596
H -0.51508 -0.99297 -0.46443
H 0.61968 -0.50798 -1.70229
H 1.59014 0.88161 0.32571
H 0.23024 -0.10000 1.32449
H 1.43553 -2.20542 1.71054
*
```

=====

Entry 6:
Formula: C4H6S
Source: the OMol25 dataset
Level of theory: the ωB97M-V functional and the def2-TZVPD basis

Summary:
- HOMO (eV) = -9.117
- energy above the lowest of the compared OMol25 structures with the same formula, charge and spin (kcal/mol) = 61.8
- frontier orbital gap (eV) = 10.140
- total energy (eV) = -15077.1127

```
! wB97M-V def2-TZVPD RIJCOSX def2/J DEFGRID3
* xyz 0 1
C -1.21444 0.27886 -0.40822
C -0.14135 0.98006 -0.14541
C -0.56335 -1.01012 -0.02282
C 0.64303 -0.09375 0.43842
S 2.35107 -0.17947 -0.22970
H -2.25350 0.60759 -0.56766
H 0.02731 2.00624 -0.22628
H -1.19078 -1.72246 1.02162
H -0.55832 -1.79642 -0.77782
H 0.72597 -0.03543 1.62234
H 2.17435 0.96490 -0.70447
*
```

=====

Entry 7:
Formula: C4H6S
Source: the OMol25 dataset
Level of theory: the ωB97M-V functional and the def2-TZVPD basis

Summary:
- HOMO (eV) = -9.316
- energy above the lowest of the compared OMol25 structures with the same formula, charge and spin (kcal/mol) = 32.9
- frontier orbital gap (eV) = 10.232
- total energy (eV) = -15078.3639

```
! wB97M-V def2-TZVPD RIJCOSX def2/J DEFGRID3
* xyz 0 1
C -1.25950 -1.16330 -2.59424
C -0.38465 -0.94275 -1.41181
C 0.25381 -0.73190 -0.39984
C 0.87484 -0.19669 0.84147
S 0.33002 1.37975 1.58927
H -0.63158 -1.36683 -3.44511
H -1.88252 -2.03445 -2.41083
H -1.86232 -0.28788 -2.77404
H 2.03611 -0.10130 0.71854
H 0.88882 -1.01257 1.61493
H -0.73578 0.93488 2.25476
*
```

=====

Entry 8:
Formula: C4H6S2
Source: the OMol25 dataset
Level of theory: the ωB97M-V functional and the def2-TZVPD basis

Summary:
- HOMO (eV) = -8.138
- energy above the lowest of the compared OMol25 structures with the same formula, charge and spin (kcal/mol) = 55.3
- frontier orbital gap (eV) = 8.007
- total energy (eV) = -25912.8945

```
! wB97M-V def2-TZVPD RIJCOSX def2/J DEFGRID3
* xyz 0 1
C 0.42172 -0.96505 0.96954
C -1.34761 0.35176 0.50807
C 0.00762 0.01981 -0.05804
C 0.55306 0.37636 -1.34941
S -1.27369 -0.92543 1.74850
S -0.43616 1.86450 1.16464
H 0.74988 -2.00104 0.76420
H 1.30691 -0.77526 1.63512
H -2.20875 0.63374 -0.19995
H 1.20776 -0.49602 -1.58973
H 1.13190 1.33032 -1.46571
H -0.11263 0.58631 -2.12724
*
```